# 1
Molecular formula: C9H14N3O2S
Method: DFT, ωB97M-V/def2-TZVPD

```
29
Properties=species:S:1:pos:R:3:forces:R:3:lowdin_charge:R:1
C 0.678547 -0.807239 0.457732 -4.9 4.5 -2.7 -0.075
C 1.798989 -0.771607 -0.221892 2.1 -2.2 1.8 -0.423
C 0.602303 -1.288557 1.747300 1.9 -1.8 0.9 -0.544
C -1.898308 -0.780374 -0.351142 -0.2 1.0 0.6 -0.496
C 2.010659 0.042827 -1.400750 0.2 0.7 -1.2 -0.161
C 0.686968 0.152392 -2.187186 -1.0 -0.8 2.2 -0.141
C -0.361104 0.955040 -1.345975 1.7 2.8 2.0 -0.098
C -0.802030 0.289660 -0.075195 2.6 -5.1 0.6 -0.167
C -0.795326 2.349588 1.540920 2.3 -1.8 0.5 0.039
N 1.774423 -1.983971 1.933337 0.8 0.0 -0.1 -0.207
N -1.594817 -1.715574 -1.240053 1.5 -0.2 -0.5 0.216
N -1.221085 0.960600 1.186459 1.4 0.8 -0.7 0.072
O -0.268396 -1.116025 2.565291 -1.5 0.2 1.2 0.090
O -2.980594 -0.654493 0.175301 -0.5 0.2 0.4 0.100
S 2.988328 -1.708868 0.799527 -0.8 0.8 -1.7 1.077
H 2.129584 1.045464 -0.915339 0.8 -0.4 -1.1 0.143
H 2.829810 -0.272390 -2.109428 -0.6 0.5 1.2 0.154
H 0.903249 0.722950 -3.036621 0.0 0.5 -1.6 0.103
H 0.238004 -0.860600 -2.409101 1.1 1.5 -0.5 0.117
H 0.234835 1.892922 -0.803114 -1.5 -1.6 -2.3 0.169
H -1.248989 1.267653 -1.917951 0.5 0.2 0.1 0.139
H -0.740225 2.429530 2.610013 -1.3 0.4 0.6 0.110
H 0.266786 2.490843 1.388482 0.5 -0.4 -0.8 0.095
H -1.248539 3.076450 0.951909 -1.4 1.2 -0.5 0.088
H 2.045576 -2.669929 2.606998 -0.5 -0.1 0.9 0.115
H -0.614566 -1.804938 -1.514005 -1.1 -0.5 0.3 0.094
H -2.281191 -2.363476 -1.567366 -0.3 -0.3 0.0 0.138
H -2.206715 0.885263 1.256587 -1.9 -0.1 -0.4 0.142
H -0.926179 0.236858 1.875259 0.3 -0.1 0.9 0.110
```
Positions in Å, forces in eV/Å.

Gap between HOMO and LUMO ... 9.362 eV
Charge ... +1
Lowest unoccupied orbital energy ... -3.1 eV
F_max ... 7.2 eV/A

***

# 2
Molecular formula: C9H14N5OS
Method: DFT, ωB97M-V/def2-TZVPD

```
30
Properties=species:S:1:pos:R:3:forces:R:3:lowdin_charge:R:1
N 4.505020 0.922385 -0.127512 -0.4 -0.1 -0.1 0.062
C 3.153177 0.343615 0.078600 0.6 0.2 0.5 -0.657
N 2.981680 -0.834273 -0.763182 -0.1 0.0 0.0 0.082
N 3.090204 -0.070972 1.502431 0.2 -0.2 -0.4 0.065
C 2.139753 1.487158 -0.217955 -0.8 -0.1 0.8 -0.096
C 0.678584 1.121072 0.129627 0.2 0.4 -0.1 -0.211
C -0.075731 2.036486 0.970130 -0.2 -0.5 -0.2 -0.052
C -1.367353 1.775802 1.354935 -0.3 0.2 0.3 -0.032
C -2.021492 0.572906 0.938864 0.6 -0.5 -0.6 -0.368
N -3.258572 0.090020 1.218357 1.1 -0.5 -0.7 -0.229
S -3.344596 -1.317463 0.416672 -0.3 -0.2 -0.3 1.021
N -1.890673 -1.450404 -0.319364 -1.3 1.5 1.6 -0.194
C -1.276702 -0.309604 0.078787 1.1 -0.1 -0.4 -0.373
C 0.071902 -0.024142 -0.320701 -0.3 0.3 0.2 0.005
H 5.152561 0.191750 -0.412105 -0.1 0.0 0.1 0.061
H 4.804379 1.200672 0.804532 0.2 0.1 -0.3 0.064
H 3.850767 -1.353680 -0.852017 0.0 0.2 0.1 0.071
H 2.347348 -1.482261 -0.301091 0.0 0.2 -0.2 0.065
H 3.050393 0.733118 2.121101 -0.3 -0.2 0.0 0.070
H 2.321237 -0.709909 1.672166 -0.1 0.4 0.2 0.068
H 2.398317 2.299347 0.492854 0.1 -0.3 -0.5 0.102
H 2.237354 1.907451 -1.230487 0.1 -0.5 0.3 0.121
H 0.379775 2.972198 1.317056 0.0 -0.4 -0.2 0.104
H -1.911640 2.477734 1.996240 0.2 -0.3 -0.3 0.110
H 0.557486 -0.746093 -0.981916 -0.2 0.4 0.2 0.109
C -5.729956 -2.382876 -1.949231 0.0 0.1 0.3 -0.581
O -6.162468 -2.902802 -3.089578 0.0 0.0 0.0 -0.413
H -6.099423 -1.351089 -1.683403 -0.1 0.2 -0.1 0.023
H -5.970568 -2.949860 -1.003225 -0.1 -0.2 0.1 0.019
H -4.610765 -2.246286 -1.840583 0.2 -0.1 -0.2 -0.015
```
Positions in Å, forces in eV/Å.

Gap between HOMO and LUMO ... 4.019 eV
Charge ... -1
Lowest unoccupied orbital energy ... 1.9 eV
F_max ... 2.5 eV/A

***

# 3
Molecular formula: C9H14NO
Method: DFT, ωB97M-V/def2-TZVPD

```
25
Properties=species:S:1:pos:R:3:forces:R:3:lowdin_charge:R:1
C 1.129625 -1.479870 -0.272139 -0.7 2.8 0.1 -0.014
C 1.556376 0.841289 0.748828 -2.5 1.9 -1.8 -0.091
C -0.168141 -1.920792 0.053584 -0.6 -1.4 0.5 0.008
C 1.853592 -0.320664 -0.114564 2.0 -0.2 0.4 -0.201
C -1.441777 1.762924 -0.955668 2.0 -0.8 2.3 0.124
C -1.176527 0.810049 -0.097305 0.6 -1.4 0.8 -0.225
C 3.282786 -0.396274 -0.593839 0.0 1.2 -2.0 -0.026
C -0.038749 0.954204 0.961046 1.4 -0.2 -1.8 -0.083
C -3.488873 -0.201982 0.086056 -0.7 0.4 -3.1 -0.010
N -2.084745 -0.356784 -0.063769 5.4 3.0 -0.9 -0.115
O -1.404713 -1.527623 0.205061 -0.1 -1.8 0.3 0.075
H 1.703195 -2.286994 -0.617126 0.6 -1.1 -0.5 0.103
H 2.075637 0.716369 1.699600 -0.2 -0.3 0.2 0.141
H -0.021903 -3.045738 0.238806 -1.5 1.6 -0.1 0.184
H -2.191753 1.575523 -1.590759 -2.5 0.3 -2.7 0.049
H -0.750044 2.541880 -0.869847 0.2 1.7 -0.6 0.079
H 3.335210 0.106030 -1.639787 -0.3 -0.9 1.4 0.144
H 3.553639 -1.433380 -0.729176 0.5 -0.1 -0.1 0.079
H 4.061518 0.191819 -0.074079 -0.7 -0.5 0.4 0.104
H -0.171729 0.256991 1.679138 -1.0 -2.4 2.5 0.072
H -0.111275 1.851297 1.478079 -0.8 1.9 0.7 0.098
H 1.930081 1.885613 0.412861 -0.3 -2.0 -0.1 0.164
H -4.091668 -0.148664 -0.961257 1.6 0.1 2.0 0.148
H -3.767198 -1.151033 0.430896 -1.4 -0.8 1.7 0.079
H -3.572558 0.775803 0.585358 -0.9 -0.9 0.5 0.115
```
Positions in Å, forces in eV/Å.

Gap between HOMO and LUMO (alpha / beta) ... 7.174 / 7.170 eV
Charge ... +1
Lowest unoccupied orbital energy (alpha / beta) ... -5.2 / -5.2 eV
F_max ... 6.2 eV/A

***

# 4
Molecular formula: C9H14NO
Method: DFT, ωB97M-V/def2-TZVPD

```
25
Properties=species:S:1:pos:R:3:forces:R:3:lowdin_charge:R:1
C 0.521158 -3.630011 -1.561067 1.8 -0.3 -3.1 0.022
C 0.899195 -2.286885 -1.405350 -1.6 -3.4 1.4 0.106
C -0.846579 -3.622312 -1.456181 0.6 -3.4 1.3 -0.034
C -0.252597 -1.683481 -0.933729 3.6 3.1 -0.8 -0.279
C 0.088828 1.047778 -0.835908 -1.5 -2.0 -0.6 0.006
C -1.407454 0.675539 -0.646101 0.6 0.9 0.8 -0.176
C -0.345035 -0.348492 -0.849671 -2.6 2.5 -0.1 0.042
C -2.168644 0.878285 0.689316 2.0 0.7 -2.2 -0.011
C 1.409255 2.235022 2.414956 -0.5 1.5 0.9 -0.159
N 1.739682 1.924321 1.058670 -0.1 1.0 -0.5 -0.103
O -1.253249 -2.499399 -0.988533 -4.3 -0.1 0.5 0.157
H 1.167004 -4.403101 -2.068031 -1.0 0.7 1.1 0.155
H 1.874577 -2.008645 -1.319986 2.3 1.4 -0.3 0.116
H -1.488745 -4.514574 -1.360540 -0.1 0.9 -0.6 0.173
H 0.315509 1.519746 -1.763203 0.3 0.1 -0.8 0.126
H 0.807116 1.320161 -0.043887 -0.4 -0.1 0.6 0.032
H -2.068052 1.002182 -1.448885 0.5 -0.6 -0.4 0.151
H -1.552960 0.549938 1.460148 0.6 -0.9 1.7 0.062
H -3.087826 0.427212 0.564153 -1.9 -1.3 0.4 0.058
H -2.348362 1.917584 0.843696 0.0 0.9 0.0 0.080
H 2.037329 3.092945 2.766703 -0.3 -1.0 0.4 0.093
H 0.392452 2.681786 2.328630 0.4 -0.5 0.6 0.087
H 1.379273 1.383824 3.092840 0.2 0.1 0.0 0.081
H 2.627835 1.498069 0.843666 0.4 0.6 0.3 0.101
H 1.560290 2.842503 0.618294 1.1 -1.0 -0.5 0.115
```
Positions in Å, forces in eV/Å.

Gap between HOMO and LUMO ... 6.938 eV
Charge ... +1
Lowest unoccupied orbital energy ... -5.4 eV
F_max ... 4.8 eV/A

***

# 5
Molecular formula: C9H14O
Method: DFT, ωB97M-V/def2-TZVPD

```
24
Properties=species:S:1:pos:R:3:forces:R:3:lowdin_charge:R:1
C -0.955167 1.995319 2.410503 -0.1 -0.7 -2.4 -0.043
C 1.648920 -0.345411 -0.156664 -0.7 0.1 0.3 -0.275
C 0.585766 -0.953531 0.634624 2.1 -0.5 -2.6 -0.026
C 1.782406 1.025016 -0.074931 1.1 -0.4 0.4 -0.039
C -0.321077 -0.147435 1.223574 -1.1 1.3 2.3 -0.072
C 1.078603 1.740483 0.892600 1.1 2.3 -1.2 -0.075
C -0.015463 1.210075 1.486271 -0.3 -0.1 1.1 -0.308
O 2.500427 -1.010672 -1.072200 -0.8 -0.1 1.2 0.002
H 0.534396 -2.033144 0.626456 -0.4 -0.1 -0.1 0.109
H 3.043805 -1.638297 -0.575043 -0.2 0.0 -0.2 0.100
H 2.586982 1.555319 -0.586852 -0.2 -0.4 -0.1 0.118
H -1.270595 -0.443386 1.730669 1.0 -0.6 -0.6 0.129
H 1.452436 2.814627 0.989990 -1.0 -1.5 0.3 0.137
H -0.576850 2.923277 2.829372 0.1 0.1 -0.5 0.072
H -1.266644 1.373215 3.232581 -0.5 -0.2 0.1 0.062
H -1.731309 2.126269 1.596517 -0.1 0.6 1.8 0.107
C -3.274117 -1.237204 -2.263714 0.2 -1.3 0.2 -0.156
C -1.785450 -1.607026 -2.161712 -1.6 -3.7 -1.9 -0.154
H -3.585319 -0.684365 -3.119050 0.2 0.1 -1.2 0.047
H -3.952145 -2.114587 -2.150679 0.6 0.6 -0.2 0.077
H -3.503699 -0.560075 -1.498048 -0.4 0.8 1.6 0.032
H -1.647141 -2.425172 -1.426388 -0.1 0.5 -0.2 0.069
H -1.170245 -0.854277 -1.885529 1.8 2.6 0.8 0.002
H -1.383615 -2.035741 -3.129710 -0.5 0.5 0.9 0.085
```
Positions in Å, forces in eV/Å.

Gap between HOMO and LUMO ... 9.432 eV
Charge ... 0
Lowest unoccupied orbital energy ... 0.9 eV
SMILES ... Cc1ccc(O)cc1.CC
F_max ... 4.5 eV/A

***

# 6
Molecular formula: C9H14O
Method: DFT, ωB97M-V/def2-TZVPD

```
24
Properties=species:S:1:pos:R:3:forces:R:3:lowdin_charge:R:1
C -1.438639 2.997742 -1.364548 -0.5 -1.3 0.5 -0.049
C -0.120417 -0.544662 -1.808881 0.3 0.6 0.6 -0.005
C -0.170628 -0.971047 -0.499779 -0.5 -0.8 0.9 -0.340
C -0.540971 0.774350 -2.011242 0.7 -1.6 -1.2 -0.059
C -0.964547 1.592035 -0.987323 -1.6 1.0 -0.5 -0.289
C -0.884555 -0.269348 0.484230 0.9 -0.6 -0.4 -0.029
C -1.283778 1.034242 0.246369 0.8 -0.1 0.6 -0.042
O 0.380019 -2.191761 -0.212172 -0.2 -0.6 -1.5 0.022
H 0.305431 -1.197124 -2.577022 -0.2 0.4 0.2 0.125
H -0.534061 1.026658 -3.073132 0.0 0.8 0.4 0.116
H -1.005136 -0.850793 1.388877 -0.3 0.5 0.4 0.107
H 0.611927 -2.387253 0.686231 -0.3 0.5 0.8 0.068
H -1.887444 2.873599 -2.342655 0.4 0.6 -0.5 0.069
H -0.627767 3.713025 -1.289277 -0.2 0.3 -0.3 0.075
H -1.723104 1.638038 1.052880 0.0 -0.3 -0.5 0.121
H -2.301394 3.262166 -0.748855 0.4 0.3 0.3 0.072
C 2.318369 -0.667465 1.874669 0.6 -1.0 -2.5 -0.181
C 1.745790 -1.400149 3.088061 -0.1 1.1 -1.0 -0.148
H 1.987151 0.304437 1.506969 -0.1 0.5 1.3 0.068
H 3.419488 -0.713410 1.782100 -0.4 0.2 0.6 0.074
H 2.037241 -1.191704 0.942974 0.2 -0.3 0.4 0.037
H 0.650049 -1.287024 3.071838 0.3 -0.1 0.4 0.056
H 2.001546 -2.462667 3.012890 0.0 0.3 0.3 0.072
H 2.180034 -0.907541 3.949068 -0.3 -0.4 0.6 0.059
```
Positions in Å, forces in eV/Å.

Gap between HOMO and LUMO ... 9.371 eV
Charge ... 0
Lowest unoccupied orbital energy ... 0.9 eV
SMILES ... Cc1ccc(O)cc1.CC
F_max ... 2.8 eV/A